Record 1
# C4H9FN

An isolated ion of composition C4H9FN and charge +1 at a distorted geometry (ωB97M-V/def2-TZVPD, the Open Molecules 2025 dataset).

Each line ends with the Mulliken charge.
CARTESIAN COORDINATES (ANGSTROEM)
C1 -1.72 -1.25 -1.41  -0.13
C2 1.82 0.82 0.81  -1.47
C3 0.69 -0.22 0.65  -0.12
C4 -0.46 0.50 -0.16  -0.80
N1 -1.54 -0.43 -0.37  0.38
F1 -2.25 -0.52 0.75  -0.11
H1 -2.60 -1.79 -1.31  0.32
H2 -1.05 -1.16 -2.18  0.32
H3 2.11 1.30 -0.06  0.46
H4 1.74 1.62 1.54  0.39
H5 2.65 0.29 0.95  0.43
H6 0.14 -0.39 1.61  0.29
H7 1.18 -1.15 0.13  0.29
H8 -0.76 1.46 0.23  0.40
H9 0.05 0.92 -1.16  0.33

**Gap between HOMO and LUMO**: 9.91 eV
**Net charge**: +1
**SMILES**: C=[N+](F)CCC

=====

Record 2
# C4H8O2

A 2-piece molecular cluster, C4H8O2 overall at a distorted geometry (ωB97M-V/def2-TZVPD, the Open Molecules 2025 dataset).

Each line ends with the Mulliken charge.
CARTESIAN COORDINATES (ANGSTROEM)
O1 -1.49 1.26 -0.26  -0.47
C1 -1.28 0.17 0.05  0.13
C2 -1.37 -0.99 -0.93  -0.96
H1 -1.23 -0.14 1.14  0.36
H2 -2.36 -1.16 -1.11  0.45
H3 -0.86 -1.84 -0.51  0.23
H4 -0.96 -0.58 -1.87  0.24
C3 1.08 0.21 1.52  -0.90
C4 1.53 0.76 0.35  0.00
O2 1.77 -0.06 -0.73  -0.48
H5 0.58 0.88 2.23  0.30
H6 0.94 -0.80 1.59  0.47
H7 1.58 1.84 0.06  0.27
H8 2.08 0.45 -1.53  0.34

**Gap between HOMO and LUMO**: 9.61 eV
**SMILES**: C=CO.CC=O

=====

Record 3
# C41H49N8O3PSY

C41H49N8O3PSY as an isolated structure at a distorted geometry (ωB97M-V/def2-TZVPD, the Open Molecules 2025 dataset).

Each line ends with the Mulliken charge.
CARTESIAN COORDINATES (ANGSTROEM)
Y1 -0.39 0.09 -0.20  -0.27
C1 3.53 -3.45 0.10  -0.67
O1 2.30 -4.08 0.47  -0.45
C2 1.45 -4.20 -0.61  -0.32
C3 1.34 -5.41 -1.25  -0.43
C4 0.51 -5.54 -2.38  -0.84
C5 -0.15 -4.42 -2.84  -0.70
C6 -0.05 -3.19 -2.19  0.27
C7 -0.63 -2.03 -2.85  -0.93
N1 -0.58 -0.84 -2.40  1.02
N2 -1.09 0.12 -3.27  -1.15
C8 -0.85 1.32 -2.83  0.33
O2 -0.15 1.65 -1.78  -0.78
C9 -1.51 2.44 -3.57  0.28
C10 -1.31 3.73 -3.08  -0.40
C11 -1.90 4.82 -3.71  -0.58
C12 -2.70 4.63 -4.83  -0.37
C13 -2.91 3.34 -5.31  -0.62
C14 -2.32 2.25 -4.68  -0.21
C15 0.71 -3.05 -1.00  0.38
O3 0.76 -1.95 -0.31  0.99
H1 4.10 -3.29 1.02  0.18
H2 4.10 -4.10 -0.57  0.43
H3 3.35 -2.50 -0.41  0.15
H4 1.91 -6.25 -0.87  0.47
H5 0.41 -6.49 -2.88  0.39
H6 -0.75 -4.48 -3.74  0.38
H7 -1.08 -2.17 -3.83  0.27
H8 -0.69 3.86 -2.20  0.39
H9 -1.74 5.82 -3.32  0.40
H10 -3.16 5.47 -5.32  0.37
H11 -3.54 3.18 -6.18  0.37
H12 -2.48 1.24 -5.03  0.45
C16 4.21 0.10 3.36  -1.08
C17 4.48 0.26 1.91  0.87
N3 5.59 0.64 1.36  -0.98
N4 5.29 0.65 0.02  0.21
C18 4.02 0.32 -0.28  -0.16
S1 3.24 0.25 -1.76  -0.39
N5 3.52 0.05 0.95  0.41
N6 2.18 -0.26 1.20  1.85
H13 5.11 0.35 3.91  0.40
H14 3.93 -0.93 3.59  0.14
H15 3.40 0.75 3.69  0.24
H16 5.98 0.92 -0.66  0.23
H17 2.03 -0.25 2.20  -1.11
H18 1.94 -1.17 0.79  -0.59
C19 -3.05 -1.96 4.25  -1.60
C20 -2.59 -2.12 2.80  0.73
C21 -3.61 -1.47 1.87  -1.60
P1 -0.85 -1.56 2.42  1.45
C22 0.17 -3.05 2.92  0.72
C23 -0.37 -3.98 4.02  -1.88
C24 1.63 -2.71 3.24  -0.41
C25 -0.45 -0.23 3.61  -0.80
C26 -0.29 -0.47 4.98  0.30
C27 -0.02 0.51 5.92  0.63
C28 0.12 0.20 7.39  -1.73
C29 0.09 1.81 5.42  -0.93
C30 -0.05 2.10 4.09  -0.49
C31 -0.31 1.10 3.11  -1.08
N7 -0.36 1.40 1.77  2.22
C32 -0.52 2.79 1.45  -0.74
C33 0.55 3.54 0.95  0.84
C34 1.92 2.95 0.84  -0.81
C35 0.33 4.85 0.53  -1.08
C36 -0.92 5.45 0.60  0.83
C37 -1.14 6.87 0.13  -1.80
C38 -1.96 4.71 1.14  -1.21
C39 -1.78 3.40 1.57  1.39
C40 -2.94 2.64 2.16  -1.03
H19 -4.08 -2.30 4.34  0.55
H20 -3.02 -0.91 4.55  0.21
H21 -2.45 -2.51 4.97  0.25
H22 -2.56 -3.18 2.55  0.61
H23 -3.66 -0.39 2.03  0.23
H24 -4.60 -1.88 2.07  0.54
H25 -3.38 -1.62 0.82  0.31
H26 0.19 -3.61 1.99  0.05
H27 -0.29 -3.54 5.02  0.24
H28 0.25 -4.88 4.02  0.55
H29 -1.40 -4.29 3.87  0.37
H30 1.73 -1.84 3.90  0.08
H31 2.20 -2.54 2.33  -0.60
H32 2.10 -3.56 3.75  0.73
H33 -0.39 -1.49 5.34  -0.13
H34 0.14 -0.88 7.56  0.39
H35 -0.71 0.61 7.97  0.30
H36 1.04 0.61 7.81  0.34
H37 0.30 2.63 6.11  0.34
H38 0.05 3.13 3.75  0.57
H39 2.20 2.42 1.75  -0.03
H40 2.66 3.73 0.65  0.51
H41 2.00 2.23 0.02  -0.11
H42 1.17 5.41 0.12  0.27
H43 -0.34 7.19 -0.55  0.37
H44 -1.17 7.57 0.96  0.34
H45 -2.09 6.96 -0.41  0.38
H46 -2.95 5.15 1.21  0.33
H47 -3.84 3.26 2.16  0.42
H48 -2.74 2.34 3.19  0.23
H49 -3.16 1.74 1.59  -0.09
N8 -3.75 0.65 -0.78  -0.80
C41 -2.64 0.43 -0.52  0.51

**Gap between HOMO and LUMO**: 6.95 eV
**Net charge**: -1

=====

no.,highest occupied orbital energy (eV)
1,-15.89
2,-8.88
3,-4.62